Computed, not measured: a molecular structure, C32H44Cl2NPTm, with ωB97M-V/def2-TZVPD.

The geometry in XYZ format:
```
81
Properties=species:S:1:pos:R:3:forces:R:3
P -1.318962 0.650988 -1.872003 -2.550 1.074 -3.226
C -2.025157 2.362887 -1.704595 -0.168 0.119 -0.358
C -2.348068 3.138053 -2.994267 -0.031 0.124 0.216
C -2.723706 4.589069 -2.649943 -0.068 -0.104 -0.046
C -3.893535 4.655742 -1.660478 0.107 -0.020 0.052
C -3.591593 3.843460 -0.395126 -0.026 -0.083 -0.180
C -3.232013 2.395263 -0.751302 0.037 0.132 0.063
C -2.643892 -0.543939 -2.374952 -0.176 0.224 -0.355
C -3.497416 -0.119471 -3.580812 -0.054 -0.300 0.090
C -4.401138 -1.280112 -4.026152 -0.028 0.113 0.056
C -5.277554 -1.781407 -2.870695 0.126 -0.025 -0.001
C -4.422516 -2.173835 -1.658741 -0.020 0.153 -0.047
C -3.526743 -1.013422 -1.208286 0.058 -0.102 -0.130
C -0.255718 0.759291 -3.396835 -0.372 0.240 -0.320
C 0.880530 1.774896 -3.180244 -0.014 -0.187 -0.093
C 1.726306 1.938522 -4.448677 -0.006 -0.047 0.079
C 2.275900 0.590606 -4.931542 -0.105 0.038 0.002
C 1.146594 -0.426100 -5.129556 0.019 0.004 0.115
C 0.310458 -0.595888 -3.853308 -0.008 0.207 -0.085
H -1.199836 2.882081 -1.195790 -0.200 -0.029 -0.101
H -3.178398 2.660905 -3.529307 0.064 0.065 0.043
H -1.488437 3.143038 -3.671799 -0.102 0.001 0.027
H -2.969406 5.135558 -3.568798 0.014 -0.011 0.087
H -1.847646 5.082771 -2.207219 -0.085 -0.051 -0.027
H -4.112139 5.699022 -1.402744 0.015 -0.079 -0.041
H -4.796250 4.250421 -2.140662 0.095 0.026 0.041
H -2.747705 4.297030 0.142137 -0.079 -0.051 -0.055
H -4.453488 3.859052 0.283218 0.099 0.007 -0.073
H -3.016634 1.821366 0.155673 0.010 0.019 -0.162
H -4.095500 1.921037 -1.236124 0.031 0.067 -0.003
H -2.043390 -1.418621 -2.660610 -0.086 0.063 -0.005
H -3.768994 -2.104521 -4.385343 -0.058 0.073 0.047
H -2.864973 0.203490 -4.415912 -0.064 -0.027 0.054
H -4.124028 0.737504 -3.302385 0.029 -0.087 -0.010
H -5.025125 -0.963707 -4.871192 0.034 -0.054 0.060
H -5.887914 -2.630607 -3.201004 0.040 0.078 0.017
H -5.975128 -0.983252 -2.577018 0.084 -0.072 -0.027
H -5.061469 -2.493658 -0.826727 0.089 0.039 -0.094
H -3.784886 -3.029495 -1.920922 -0.057 0.068 0.015
H -2.887316 -1.329687 -0.383300 -0.187 0.119 -0.076
H -4.152547 -0.191045 -0.843799 0.074 -0.076 0.014
H -0.909286 1.134881 -4.196789 0.189 0.013 -0.155
H 0.483457 2.740407 -2.850824 0.086 -0.099 -0.038
H 1.515492 1.425035 -2.355240 -0.017 0.059 -0.090
H 1.106495 2.382579 -5.241183 0.048 -0.057 0.062
H 2.546897 2.640891 -4.257460 -0.074 -0.084 -0.038
H 2.978998 0.199169 -4.184473 -0.061 0.044 -0.033
H 2.841804 0.720599 -5.862068 -0.052 -0.012 0.083
H 1.556416 -1.397204 -5.432310 -0.023 0.103 0.014
H 0.492218 -0.087747 -5.946210 0.065 -0.018 0.080
H -0.499588 -1.307380 -4.041272 0.092 0.049 0.044
H 0.921243 -1.029190 -3.052671 -0.042 0.014 -0.087
Tm 0.000000 0.000000 0.000000 6.437 -0.847 -2.377
Cl -0.233238 -2.268826 -0.766740 0.022 -2.243 -1.203
Cl 0.627428 2.301888 0.359559 1.358 2.148 0.005
C -1.308172 0.234516 1.279681 -6.201 -0.014 5.298
H -1.502533 1.290787 1.528426 0.160 -0.317 0.248
C -2.146183 -0.655727 2.074546 0.169 1.297 -0.091
C -2.278675 -2.042340 1.857927 -0.269 -0.182 0.379
C -3.115163 -2.805279 2.662454 0.068 0.386 0.119
C -3.830467 -2.211258 3.707519 -0.132 -0.207 0.111
C -3.709826 -0.839747 3.940315 0.244 -0.005 -0.338
C -2.880970 -0.071427 3.129291 -0.619 -0.669 0.530
H -1.722439 -2.494831 1.043142 -0.162 -0.043 0.274
H -3.209986 -3.872039 2.478951 -0.015 0.044 0.017
H -4.263210 -0.372377 4.750088 -0.004 -0.043 -0.018
H -2.786069 0.998124 3.301040 0.008 -0.129 -0.022
H -4.479104 -2.815013 4.336313 0.043 0.033 -0.045
N 1.575455 -0.906172 1.182663 1.892 -0.789 1.476
C 2.466065 -0.968972 1.900333 -0.046 0.652 -0.236
C 3.565603 -1.058106 2.786377 0.456 0.201 0.422
C 4.262123 0.042200 3.320874 0.271 -0.074 0.315
C 5.299512 -0.190779 4.236948 -0.444 -0.676 -0.365
C 5.622014 -1.507241 4.599484 -0.398 0.147 -0.378
C 4.925446 -2.582112 4.040785 0.184 0.376 0.106
C 3.908576 -2.355453 3.134897 0.244 -0.277 0.304
H 4.011234 1.069879 3.056007 -0.115 -0.387 -0.061
H 5.849084 0.635200 4.674209 -0.114 -0.018 -0.101
H 6.407106 -1.702980 5.313303 0.104 0.059 0.076
H 5.155076 -3.601359 4.304113 0.171 -0.094 0.145
H 3.356730 -3.181276 2.706082 -0.001 0.010 0.006
```
Positions in Å, forces in eV/Å.

- Multiplicity: 3
- Total charge: -1
- HOMO level (alpha / beta): -0.0873 / -0.0905 Eh

Atom-resolved charges from Mulliken, all expressed in e: number 1, P, carries 1.020; number 2, C, carries 0.190; number 3, C, carries -0.511; number 4, C, carries -0.984; number 5, C, carries -0.715; number 6, C, carries -0.923; number 7, C, carries -0.400; number 8, C, carries -0.413; number 9, C, carries -0.721; number 10, C, carries -0.895; number 11, C, carries -0.772; number 12, C, carries -0.780; number 13, C, carries 0.723; number 14, C, carries -0.123; number 15, C, carries -0.580; number 16, C, carries -0.887; number 17, C, carries -0.661; number 18, C, carries -0.865; number 19, C, carries -0.435; number 20, H, carries 0.649; number 21, H, carries 0.139; number 22, H, carries 0.275; number 23, H, carries 0.412; number 24, H, carries 0.366; number 25, H, carries 0.409; number 26, H, carries 0.320; number 27, H, carries 0.382; number 28, H, carries 0.401; number 29, H, carries -0.279; number 30, H, carries 0.183; number 31, H, carries 0.859; number 32, H, carries 0.370; number 33, H, carries 0.255; number 34, H, carries 0.171; number 35, H, carries 0.410; number 36, H, carries 0.429; number 37, H, carries 0.314; number 38, H, carries 0.399; number 39, H, carries 0.382; number 40, H, carries -1.461; number 41, H, carries 0.362; number 42, H, carries 0.567; number 43, H, carries 0.420; number 44, H, carries 0.202; number 45, H, carries 0.318; number 46, H, carries 0.393; number 47, H, carries 0.278; number 48, H, carries 0.388; number 49, H, carries 0.419; number 50, H, carries 0.343; number 51, H, carries 0.178; number 52, H, carries 0.200; number 53, Tm, carries -0.259; number 54, Cl, carries -0.522; number 55, Cl, carries -0.531; number 56, C, carries -0.459; number 57, H, carries 0.026; number 58, C, carries 0.748; number 59, C, carries 0.161; number 60, C, carries -1.013; number 61, C, carries -0.408; number 62, C, carries -0.588; number 63, C, carries -0.658; number 64, H, carries 0.229; number 65, H, carries 0.355; number 66, H, carries 0.350; number 67, H, carries 0.355; number 68, H, carries 0.350; number 69, N, carries -0.160; number 70, C, carries 0.270; number 71, C, carries 0.208; number 72, C, carries -0.456; number 73, C, carries -0.506; number 74, C, carries -0.315; number 75, C, carries -0.620; number 76, C, carries -0.337; number 77, H, carries 0.487; number 78, H, carries 0.377; number 79, H, carries 0.380; number 80, H, carries 0.370; number 81, H, carries 0.442


Computed, not measured: a molecular structure, C7H10, with ωB97M-V/def2-TZVPD.

The geometry in XYZ format:
```
17
Properties=species:S:1:pos:R:3:forces:R:3
C -1.061495 1.096440 0.591981 -0.280 -0.012 0.070
C 0.479233 1.229284 0.721668 0.060 0.241 0.037
C 0.827646 -0.006765 1.189444 -0.016 -0.254 0.148
C 0.673034 -0.781357 -0.099674 0.043 -0.351 0.061
C 1.576089 -0.043862 -1.095317 0.112 0.017 -0.021
C 0.650940 1.122202 -0.804244 0.083 0.247 -0.241
C -0.580235 0.189739 -0.598410 -0.272 -0.024 -0.200
H -1.603842 0.653062 1.430119 0.100 0.062 -0.133
H -1.593067 1.975702 0.205888 0.123 -0.131 0.044
H -1.934365 -2.423972 1.462892 -0.005 -0.002 -0.057
H -1.897998 -2.347741 0.724227 -0.005 0.006 0.065
H 0.428705 -0.387195 2.128476 0.079 0.072 -0.133
H 0.610733 -1.872104 -0.068288 0.007 0.199 0.008
H 2.635838 0.043055 -0.831761 -0.152 -0.013 -0.042
H 1.458128 -0.414185 -2.117928 0.001 0.057 0.142
H 0.574686 2.035219 -1.399465 0.010 -0.145 0.112
H -1.244030 -0.067522 -1.439606 0.112 0.032 0.139
```
Positions in Å, forces in eV/Å.

- Energy above the lowest of the compared OMol25 structures with the same formula, charge and spin: 147.7 kcal/mol
- HOMO level (alpha / beta): -0.2922 / -0.2925 Eh

Atom-resolved charges from Mulliken, all expressed in e: number 1, C, carries -0.613; number 2, C, carries -0.002; number 3, C, carries -0.436; number 4, C, carries -0.415; number 5, C, carries -0.645; number 6, C, carries -0.374; number 7, C, carries -0.392; number 8, H, carries 0.295; number 9, H, carries 0.272; number 10, H, carries 0.122; number 11, H, carries -0.122; number 12, H, carries 0.385; number 13, H, carries 0.447; number 14, H, carries 0.355; number 15, H, carries 0.317; number 16, H, carries 0.426; number 17, H, carries 0.380


Computed, not measured: 5 unconnected molecules or ions with the total composition C14H23NO13, with ωB97M-V/def2-TZVPD.

The geometry in XYZ format:
```
51
Properties=species:S:1:pos:R:3:forces:R:3
C 20.520781 18.745772 29.978888 0.404 -0.584 -0.123
C 20.098739 19.682896 31.131911 0.917 0.116 0.562
O 20.614754 20.917901 31.069153 -0.456 0.147 -0.215
H 21.614440 18.789003 29.921068 0.006 0.076 0.020
H 20.184133 18.964695 28.960732 -0.304 0.349 0.188
H 20.278632 17.689264 30.202733 -0.185 0.089 0.021
H 20.513392 19.146511 32.041969 -0.221 -0.306 0.063
H 18.990703 19.604805 31.294552 -0.215 0.082 -0.297
N 20.885306 20.121753 25.604959 -0.214 0.502 0.528
O 20.941827 21.350972 25.379884 0.193 -0.089 -0.242
O 21.262282 19.660995 26.687183 0.013 -0.184 -0.526
O 20.398856 19.370761 24.712598 -0.140 -0.527 -0.096
C 17.725086 16.892278 25.174962 0.007 0.140 -0.441
C 16.931367 18.077825 25.656498 0.442 0.017 0.915
C 17.188122 19.452778 25.040405 0.595 -0.960 0.376
O 15.880723 20.041316 25.078274 0.160 0.117 -0.449
C 14.952118 19.088876 25.255826 -0.018 -0.216 -0.131
O 13.774995 19.278568 25.243749 -0.156 0.081 -0.031
O 15.519965 17.877970 25.435811 0.107 0.271 -0.016
H 18.728473 16.954442 25.587876 0.049 0.024 0.007
H 17.821061 16.861267 24.085927 -0.125 0.042 0.030
H 17.240606 15.976723 25.513326 0.057 -0.028 0.061
H 17.105358 18.160169 26.737160 -0.339 -0.076 -0.019
H 17.647455 19.298221 24.059542 -0.600 0.605 -0.304
H 17.874776 20.042761 25.638117 -0.043 0.112 -0.017
C 21.055978 16.117067 27.183357 -0.266 -0.558 0.231
C 20.902035 14.924204 26.263023 -0.256 1.258 -0.643
C 21.576845 15.160766 24.892766 0.461 -0.937 0.415
O 22.638808 14.170183 24.893106 -0.037 0.206 -0.369
C 22.495181 13.324837 25.917234 -0.388 0.225 0.517
O 23.121455 12.323835 26.071567 0.214 -0.163 -0.009
O 21.543523 13.760148 26.780714 0.153 -0.312 -0.412
H 22.082039 16.478904 27.165155 -0.009 0.106 0.163
H 20.761246 15.827856 28.192537 0.181 0.106 0.076
H 20.389097 16.923741 26.888121 0.202 0.183 -0.140
H 19.847624 14.720101 26.066242 -0.002 -0.311 0.388
H 22.032043 16.140734 24.794293 -0.140 0.100 -0.056
H 20.928999 14.906754 24.056757 -0.042 0.285 -0.075
C 23.215875 19.948188 23.128906 -0.183 0.393 0.031
C 22.003576 20.265716 22.291019 -0.002 -0.261 0.303
C 21.653026 21.735801 22.157429 0.092 -0.081 0.486
O 21.238953 21.856103 20.790627 0.127 -0.023 -0.178
C 21.651609 20.767907 20.096274 -0.009 0.308 0.479
O 21.508626 20.647356 18.918424 0.045 -0.106 -0.290
O 22.236195 19.877530 20.908347 -0.166 -0.005 -0.164
H 23.325928 18.872286 23.238264 0.138 -0.017 -0.013
H 23.064493 20.388571 24.116848 -0.007 -0.101 0.019
H 24.109387 20.397954 22.690479 0.048 -0.123 -0.036
H 21.153369 19.712824 22.690988 -0.014 -0.032 -0.208
H 22.523094 22.362637 22.379150 -0.051 0.120 -0.350
H 20.844185 22.024928 22.822699 -0.025 -0.059 -0.026
```
Positions in Å, forces in eV/Å.

- Energy above the lowest of the compared OMol25 structures with the same formula, charge and spin: 0.0 kcal/mol
- Total charge: -2
- HOMO level: -0.0040 Eh

Atom-resolved charges from Mulliken, all expressed in e: number 1, C, carries -0.667; number 2, C, carries -0.373; number 3, O, carries -0.898; number 4, H, carries 0.259; number 5, H, carries 0.075; number 6, H, carries 0.287; number 7, H, carries 0.109; number 8, H, carries 0.188; number 9, N, carries 0.879; number 10, O, carries -0.657; number 11, O, carries -0.577; number 12, O, carries -0.548; number 13, C, carries -0.967; number 14, C, carries 0.527; number 15, C, carries -0.155; number 16, O, carries -0.360; number 17, C, carries 0.543; number 18, O, carries -0.578; number 19, O, carries -0.410; number 20, H, carries -0.040; number 21, H, carries 0.306; number 22, H, carries 0.422; number 23, H, carries 0.219; number 24, H, carries 0.269; number 25, H, carries 0.159; number 26, C, carries -1.182; number 27, C, carries 0.776; number 28, C, carries -0.247; number 29, O, carries -0.393; number 30, C, carries 0.577; number 31, O, carries -0.568; number 32, O, carries -0.414; number 33, H, carries 0.302; number 34, H, carries 0.304; number 35, H, carries 0.191; number 36, H, carries 0.200; number 37, H, carries 0.187; number 38, H, carries 0.283; number 39, C, carries -1.462; number 40, C, carries 1.109; number 41, C, carries -0.321; number 42, O, carries -0.369; number 43, C, carries 0.593; number 44, O, carries -0.589; number 45, O, carries -0.412; number 46, H, carries 0.179; number 47, H, carries 0.384; number 48, H, carries 0.453; number 49, H, carries -0.095; number 50, H, carries 0.254; number 51, H, carries 0.246


Computed, not measured: 2 unconnected molecules or ions with the total composition C6H15NO, with ωB97M-V/def2-TZVPD.

The geometry in XYZ format:
```
23
Properties=species:S:1:pos:R:3:forces:R:3
C 0.601459 1.407152 0.295444 0.433 0.229 -0.154
C 0.024145 0.880873 1.594086 -0.270 -0.102 -0.289
C -0.081991 -0.640608 1.644428 -0.235 -0.851 -0.496
C -0.320641 -1.290642 0.252673 0.616 -0.248 -0.257
C -1.355447 -0.678719 -0.558247 -0.079 0.336 0.004
C -2.554524 -0.196513 -0.028932 -0.084 -0.034 0.171
N 1.911377 0.912015 -0.069868 -0.472 0.032 0.351
H -0.094206 1.184839 -0.544204 -0.353 -0.290 0.068
H 0.595411 2.493606 0.277430 0.170 0.158 0.134
H -0.976649 1.319474 1.644162 -0.072 -0.004 0.243
H 0.591791 1.229799 2.455053 0.055 0.094 -0.035
H 0.786622 -1.145486 2.059758 0.251 0.200 0.026
H -0.894738 -0.966865 2.272242 -0.313 0.150 0.498
H -0.549167 -2.368568 0.353110 -0.382 0.084 0.318
H 0.576937 -1.392097 -0.360970 0.085 0.310 -0.014
H -1.187345 -0.565597 -1.623998 0.032 -0.253 -0.110
H -3.298993 0.271517 -0.648751 -0.073 0.103 -0.245
H -2.801218 -0.298272 1.019407 0.104 -0.067 0.074
H 2.644265 1.547987 0.204612 0.227 0.105 -0.240
H 2.098469 0.017886 0.359674 0.197 -0.096 0.056
H 0.977507 0.083760 -3.304871 0.138 -0.540 0.092
H 1.291165 0.037000 -1.831102 0.525 -0.046 -0.048
O 1.089580 -0.552561 -2.576438 -0.503 0.729 -0.148
```
Positions in Å, forces in eV/Å.

- Energy above the lowest of the compared OMol25 structures with the same formula, charge and spin: 47.0 kcal/mol
- Multiplicity: 2
- Total charge: +1
- HOMO level (alpha / beta): -0.5169 / -0.5024 Eh

Atom-resolved charges from Mulliken, all expressed in e: number 1, C, carries -0.474; number 2, C, carries -0.379; number 3, C, carries -0.984; number 4, C, carries -0.416; number 5, C, carries 0.031; number 6, C, carries -0.692; number 7, N, carries -0.557; number 8, H, carries 0.163; number 9, H, carries 0.510; number 10, H, carries 0.256; number 11, H, carries 0.371; number 12, H, carries 0.389; number 13, H, carries 0.424; number 14, H, carries 0.497; number 15, H, carries 0.312; number 16, H, carries 0.479; number 17, H, carries 0.320; number 18, H, carries 0.324; number 19, H, carries 0.290; number 20, H, carries 0.164; number 21, H, carries 0.341; number 22, H, carries 0.284; number 23, O, carries -0.655